Below is an isolated ion of composition C4H6NO and charge +1 at a distorted geometry, with properties calculated with ωB97M-V/def2-TZVPD.

Properties
Total charge: +1
Kohn-Sham gap (Eh): 0.313
ΔE to the lowest compared entry with this formula, charge and spin (kcal/mol): 215.60

Each line ends with the Mulliken charge.
Element x y z (Å)
C (-0.691369, -0.362939, 0.857168)  -0.5820
C (-0.012037, 0.220204, -0.235592)  1.1048
C (0.556157, 0.939473, 1.096825)  -0.7059
C (0.484684, -0.781307, -1.346801)  -0.8136
N (-0.798657, 0.821483, 1.669109)  0.0826
O (0.171450, 1.550570, -0.203691)  -0.3379
H (1.564436, -1.080176, -1.070499)  0.3447
H (0.986456, -0.330381, -2.225369)  0.3973
H (-0.448003, -1.225033, -1.687209)  0.4377
H (0.693746, -1.883317, -0.837728)  0.3891
H (-1.521826, 1.579703, 1.341816)  0.3511
H (-0.985038, 0.551722, 2.641970)  0.3321

Forces on atoms 1 to 6 (eV/Å):
C 0.45 -0.76 -1.87
C -1.63 -2.30 -0.81
C 1.92 1.17 0.64
C 0.24 1.76 2.18
N -3.27 1.68 0.69
O 0.40 -0.13 0.10

***

Below is a 3-piece molecular cluster, C17H28NO7S2 overall at a distorted geometry, with properties calculated with ωB97M-V/def2-TZVPD.

Properties
Total charge: +1
Kohn-Sham gap (Eh): 0.335
ΔE to the lowest compared entry with this formula, charge and spin (kcal/mol): 5.05

Each line ends with the Mulliken charge.
Element x y z (Å)
C (2.295075, -0.629869, 2.937366)  -0.7566
C (1.875326, -1.870294, 3.708606)  0.0537
O (2.927817, -2.458411, 4.419889)  -0.5760
C (1.197803, -2.887495, 2.741090)  -1.3162
C (-0.069803, -2.317387, 2.205078)  0.4301
C (-1.245185, -2.365063, 2.948522)  -0.5169
C (-2.388172, -1.776580, 2.437637)  0.5276
C (-3.635434, -1.850426, 3.280744)  0.2202
O (-3.735087, -2.627563, 4.158391)  -0.4439
O (-4.638439, -1.024253, 2.907165)  -0.4831
C (-2.359206, -1.148115, 1.201038)  -0.7286
C (-1.178796, -1.126938, 0.486675)  -0.4659
N (-0.082824, -1.707570, 1.002712)  0.3123
H (2.442690, 0.200550, 3.617269)  0.2866
H (3.229764, -0.860328, 2.430764)  0.1875
H (1.553313, -0.323785, 2.221793)  0.1972
H (1.111503, -1.570102, 4.422009)  0.4157
H (3.575460, -2.775881, 3.781175)  0.3773
H (1.879246, -3.133906, 1.927159)  0.4503
H (0.981115, -3.782146, 3.311180)  0.4131
H (-1.229336, -2.851546, 3.907018)  0.6365
H (-4.275439, -0.131970, 2.823676)  0.3610
H (-3.248807, -0.701698, 0.793352)  0.7891
H (-1.104865, -0.649789, -0.483464)  0.4238
H (0.782590, -1.669174, 0.465742)  0.2689
C (-3.958397, 2.065892, -4.152085)  -0.5878
C (-3.096709, 2.943371, -3.234698)  -0.6615
C (-2.779792, 2.118627, -1.980112)  -0.5873
S (-2.804963, 0.396299, -2.500007)  1.1702
O (-3.880071, -0.275540, -1.811212)  -0.6662
O (-1.459507, -0.137688, -2.449553)  -0.7126
C (-3.271729, 0.703733, -4.195551)  -0.7732
H (-4.052272, 2.491960, -5.148594)  0.3614
H (-4.961808, 1.963295, -3.734435)  0.3002
H (-2.169389, 3.206288, -3.746640)  0.3001
H (-3.600165, 3.871839, -2.973012)  0.3444
H (-1.798570, 2.346568, -1.569612)  0.3130
H (-3.541480, 2.238866, -1.211747)  0.4010
H (-3.914912, -0.102628, -4.540114)  0.4210
H (-2.356629, 0.733465, -4.786159)  0.3462
C (3.987297, 2.320908, -1.437369)  -0.5762
C (4.831341, 1.067658, -1.172910)  -0.7299
C (4.015052, 0.152272, -0.251429)  -0.7260
S (2.286653, 0.517451, -0.592631)  1.4365
O (1.679022, 1.087491, 0.588239)  -0.6954
O (1.662800, -0.623154, -1.230283)  -0.7730
C (2.589894, 1.815229, -1.782314)  -0.8518
H (4.399251, 2.922678, -2.244540)  0.3830
H (3.948434, 2.942506, -0.540516)  0.2983
H (5.031414, 0.556789, -2.116044)  0.3075
H (5.791515, 1.313470, -0.724247)  0.3549
H (4.194329, -0.902109, -0.448746)  0.4327
H (4.195320, 0.371561, 0.798308)  0.3328
H (1.812553, 2.570338, -1.691537)  0.3843
H (2.561208, 1.362303, -2.773037)  0.3895

Forces on atoms 1 to 6 (eV/Å):
C 0.20 -0.44 0.62
C -0.50 0.25 -0.67
O -0.15 -0.14 0.02
C 0.23 0.40 0.18
C -0.30 -0.34 0.29
C 0.58 0.23 -0.67

***

Below is C45H70AsIN9Si4SnTe as an isolated structure at a distorted geometry, with properties calculated with ωB97M-V/def2-TZVPD.

Properties
Total charge: +1
Kohn-Sham gap (Eh): 0.246

Each line ends with the Mulliken charge.
Element x y z (Å)
Sn (-0.908949, -0.738115, 1.244070)  0.4896
N (-2.439436, 2.588298, 1.662158)  0.6842
C (-2.531433, 2.022028, 2.872697)  0.2800
N (-3.319057, 2.607485, 3.768725)  -0.7561
C (-3.437541, 1.967960, 4.934645)  0.2765
N (-4.225768, 2.514383, 5.864788)  -0.3318
N (-2.814505, 0.814655, 5.245742)  -0.7356
C (-2.040323, 0.331504, 4.296991)  -0.2453
N (-1.856508, 0.870772, 3.097576)  0.3164
C (-1.275665, -0.909206, 4.573220)  0.3048
C (-1.319416, -1.514270, 5.823956)  -0.4873
C (-0.554646, -2.648299, 6.040121)  -0.9406
C (0.245923, -3.125615, 5.011808)  -1.3540
C (0.233551, -2.454263, 3.800454)  -0.1128
N (-0.516215, -1.378870, 3.579844)  1.0301
H (-2.897563, 3.473908, 1.534046)  -0.0272
H (-1.692000, 2.313423, 1.044212)  -0.4689
H (-4.683952, 3.385194, 5.666089)  0.2567
H (-4.336685, 2.064768, 6.754632)  0.2411
H (-1.943366, -1.083996, 6.591406)  0.5722
H (-0.579995, -3.144767, 7.000702)  0.4541
H (0.858756, -4.005860, 5.144134)  0.5797
H (0.864686, -2.774736, 2.977344)  1.0438
I (-0.554750, -0.949741, -4.231440)  -0.0615
C (-0.574040, 0.333140, -2.512232)  0.0402
H (-0.344774, 1.334090, -2.861912)  0.4735
H (0.215483, -0.014576, -1.850349)  -0.6136
C (6.329872, -1.992571, 5.073510)  -1.6422
C (5.468820, -1.782810, 3.859647)  0.5725
C (5.912512, -2.123679, 2.591019)  -0.6965
C (5.117741, -1.978679, 1.457175)  0.1621
C (5.807385, -2.255888, 0.140009)  -1.7504
C (3.791837, -1.518630, 1.585039)  0.7493
As (2.592385, -1.422543, -0.027996)  1.6068
N (0.871338, -1.910535, 0.602095)  -0.2263
C (0.149529, -2.992582, 0.068078)  1.0504
C (0.108403, -3.338780, -1.293903)  -0.3132
C (-0.628343, -4.418115, -1.738806)  -1.0281
C (-1.420779, -5.153300, -0.862817)  -0.9374
C (-1.463686, -4.785274, 0.468369)  -0.9144
C (-0.686100, -3.729429, 0.930716)  -0.1580
C (3.190075, -3.085224, -0.880242)  1.2119
C (3.224279, -4.317344, -0.223185)  0.4414
C (2.843071, -4.502198, 1.224316)  -1.1623
C (3.658852, -5.446744, -0.914654)  -1.4502
C (4.070791, -5.385941, -2.234142)  0.7233
C (4.537149, -6.607152, -2.974450)  -1.6039
C (4.043984, -4.146731, -2.869800)  -1.2908
C (3.612314, -3.004088, -2.219332)  0.6551
C (3.604671, -1.699327, -2.976238)  -1.4111
C (3.397123, -1.036974, 2.842356)  0.1133
C (2.143281, -0.223202, 3.042098)  -0.7915
C (4.218089, -1.193926, 3.953396)  -0.8075
H (7.386025, -1.969507, 4.807823)  0.3908
H (6.121146, -2.967179, 5.519640)  0.2851
H (6.141469, -1.228488, 5.826915)  0.3898
H (6.921532, -2.502660, 2.467392)  0.4605
H (6.868116, -2.025650, 0.240472)  0.6776
H (5.408187, -1.638510, -0.662359)  0.0229
H (5.721751, -3.301678, -0.155554)  0.2331
H (0.666513, -2.748846, -2.003200)  0.2368
H (-0.587548, -4.682491, -2.788546)  0.5319
H (-2.006417, -5.987971, -1.223646)  0.4061
H (-2.081268, -5.338111, 1.165510)  0.5109
H (-0.636429, -3.533224, 1.995036)  0.4792
H (2.278325, -3.658683, 1.609314)  -0.7039
H (3.739708, -4.614788, 1.839551)  0.3349
H (2.239317, -5.403809, 1.340430)  0.5556
H (3.672470, -6.397991, -0.392707)  0.3948
H (4.660834, -7.456416, -2.304402)  0.4017
H (5.490737, -6.419966, -3.469341)  0.3741
H (3.817739, -6.884866, -3.747094)  0.3080
H (4.363939, -4.078525, -3.904297)  0.3798
H (3.938448, -1.846569, -4.002402)  0.4746
H (4.257922, -0.956568, -2.512059)  0.2081
H (2.602405, -1.270709, -3.005153)  0.1046
H (1.410615, -0.430638, 2.270770)  -0.8886
H (2.387847, 0.843644, 3.008536)  0.7161
H (1.697733, -0.415645, 4.016278)  0.4070
H (3.874558, -0.825366, 4.915362)  0.4158
C (2.430658, 3.889655, 1.651953)  -0.9997
N (2.521066, 2.561982, 1.046953)  0.2598
C (3.857256, 2.043516, 0.765164)  -0.5284
C (1.438607, 1.865467, 0.867953)  -0.2364
N (0.399505, 1.364763, 0.705344)  0.3738
H (2.827793, 4.633740, 0.960416)  0.3518
H (3.019414, 3.914324, 2.570280)  0.3231
H (1.395041, 4.126593, 1.881513)  0.2930
H (4.346266, 2.668851, 0.017072)  0.4096
H (3.789730, 1.025222, 0.395179)  -0.1248
H (4.453894, 2.047305, 1.679294)  0.3537
C (-2.485185, 5.785651, -3.234742)  -1.1560
Si (-2.181994, 4.578857, -1.811323)  0.6045
C (-0.313928, 4.369086, -1.554999)  -0.4985
C (-2.887980, 5.427384, -0.256568)  -1.3874
Si (-3.310065, 2.580336, -2.493784)  0.3146
Te (-2.437739, 0.321397, -1.442296)  -0.2209
Si (-5.575244, 2.654196, -1.791795)  0.1990
C (-6.484692, 1.138808, -2.456868)  -1.0337
C (-6.339542, 4.237317, -2.488624)  -0.9748
C (-5.770876, 2.678073, 0.092578)  -0.8788
Si (-3.204745, 2.327840, -4.875835)  0.4993
C (-4.274695, 3.638145, -5.724028)  -1.1530
C (-1.442147, 2.622267, -5.506045)  -0.8651
C (-3.870070, 0.622033, -5.346174)  -1.0641
H (-2.029181, 6.760123, -3.048941)  0.4321
H (-3.557855, 5.943075, -3.373305)  0.2764
H (-2.086455, 5.411802, -4.179666)  0.2542
H (0.148423, 5.304791, -1.231960)  0.4263
H (0.175171, 4.063669, -2.483515)  0.3509
H (-0.092918, 3.606825, -0.804256)  -0.4439
H (-2.953614, 6.504588, -0.419063)  0.4592
H (-2.274956, 5.286811, 0.636042)  0.4693
H (-3.899494, 5.082808, -0.030187)  0.2651
H (-6.588092, 1.181840, -3.542794)  0.2628
H (-7.486934, 1.062099, -2.031114)  0.3907
H (-5.944739, 0.221888, -2.210416)  0.2987
H (-6.237700, 4.289793, -3.574231)  0.2323
H (-5.864142, 5.128822, -2.072341)  0.2618
H (-7.405179, 4.295145, -2.257123)  0.4133
H (-5.160092, 1.908292, 0.570744)  0.1084
H (-6.812719, 2.492983, 0.361838)  0.4542
H (-5.490223, 3.640004, 0.524786)  0.3255
H (-4.042942, 4.647980, -5.381591)  0.3169
H (-5.339646, 3.462909, -5.562447)  0.3023
H (-4.095393, 3.611539, -6.801263)  0.4039
H (-1.097100, 3.621196, -5.229884)  0.2343
H (-1.425776, 2.554233, -6.595922)  0.4232
H (-0.723032, 1.896047, -5.125125)  0.1359
H (-4.954617, 0.660996, -5.465545)  0.3305
H (-3.644161, -0.124747, -4.584237)  0.2568
H (-3.439037, 0.275269, -6.287057)  0.3808

Forces on atoms 1 to 6 (eV/Å):
Sn 0.21 -0.48 -0.04
N 0.23 0.01 0.15
C -0.28 -0.15 0.28
N -0.08 0.09 0.05
C 0.10 0.04 -0.29
N 0.00 0.01 0.00

***

> total charge of number 3 (C45H70AsIN9Si4SnTe)?

+1